<i>
24
Properties=species:S:1:pos:R:3:mulliken_charge:R:1 method="wB97M-V/def2-TZVPD" e_homo_ha="-0.499 / -0.499" orbital_gap_ev="8.328 / 8.329" charge=+1
C -2.8712 -1.1908 -0.7017 -0.16
C -0.9963 0.4857 -1.3417 -0.28
C -2.3857 -1.6305 0.5198 -0.32
C -0.1632 0.2022 -0.4068 -0.26
C 1.9380 -0.7889 0.1731 -1.47
C 0.8923 1.1005 1.6339 -1.41
C 1.7872 1.4861 -0.6881 -1.41
C 1.0467 0.4251 0.2381 1.97
N -2.2470 -0.3316 -1.5198 -0.10
N -1.1576 -1.2590 0.8860 0.18
O -0.5214 -1.6754 1.8491 -0.46
H -3.7611 -1.6434 -1.1276 0.40
H -0.8075 1.0605 -2.3255 0.28
H -2.8404 -2.3052 1.2257 0.47
H 1.9791 -1.2236 -0.8017 0.42
H 3.0041 -0.4574 0.5246 0.40
H 1.4340 -1.5760 0.8709 0.34
H 0.3170 0.5310 2.3317 0.36
H 0.5297 2.1655 1.4531 0.34
H 1.8452 1.3416 2.1662 0.38
H 1.3139 1.4854 -1.7207 0.33
H 2.8431 1.2873 -0.8019 0.38
H 1.6147 2.4374 -0.2162 0.37
H -2.7934 0.0735 -2.2206 0.25

***

<ii>
24
Properties=species:S:1:pos:R:3:mulliken_charge:R:1 method="wB97M-V/def2-TZVPD" e_homo_ha="-0.482 / -0.482" orbital_gap_ev="7.227 / 7.225" charge=+1
C -1.9549 -0.6454 2.2563 0.05
C -3.0372 0.9044 1.1974 -0.11
C -1.0279 0.2592 1.7576 0.11
C 1.4879 -0.4056 2.4137 -0.75
C 1.5302 1.0183 1.9444 -0.44
C 0.3473 0.2685 1.8997 0.76
C -0.8282 0.1115 -2.4319 -1.25
C -0.2722 -0.6041 -1.2332 -0.21
N -1.7959 1.2153 1.1660 -0.40
N 0.6761 0.3004 -0.5452 -0.49
O -3.1611 -0.2968 1.8383 -0.28
H -1.8212 -1.6407 2.7712 0.42
H -3.8644 1.4050 0.7997 0.43
H 1.8863 -1.1953 1.6894 0.20
H 1.5665 -0.7097 3.4221 0.34
H 1.5658 1.8227 2.7008 0.28
H 2.2461 1.1345 1.0876 0.20
H -1.5138 -0.6625 -2.9144 0.33
H -1.3483 1.0376 -2.2990 0.38
H -0.0872 0.1666 -3.2142 0.38
H 0.1273 -1.6102 -1.6849 0.31
H -1.1578 -0.7923 -0.5636 0.10
H 0.0670 1.0643 -0.1303 0.38
H 1.3843 0.6377 -1.1912 0.26

***

<iii>
24
Properties=species:S:1:pos:R:3:mulliken_charge:R:1 method="wB97M-V/def2-TZVPD" smiles=Nc1c[nH+]ccc1CCCO e_homo_ha=-0.476 orbital_gap_ev=8.235 charge=+1
N -1.8966 1.8818 -1.0996 -0.56
C -1.3558 0.5163 -1.2447 0.45
C -2.2308 -0.5422 -2.0124 -0.39
N -1.7325 -1.9066 -2.1897 -0.06
C -0.4516 -2.3359 -1.6369 -0.33
C 0.4923 -1.3507 -0.8571 -0.36
C 0.0587 0.1251 -0.6478 0.53
C 0.9069 1.2646 0.0763 -0.97
C 0.9350 1.1690 1.6790 -0.41
C 2.0430 0.1122 2.2456 -0.45
O 1.3655 -0.9880 2.9059 -0.52
H -2.0346 2.0864 -0.0898 0.27
H -2.8239 1.8871 -1.5610 0.29
H -3.2461 -0.2147 -2.4501 0.23
H -2.3372 -2.5598 -2.7280 0.30
H -0.1879 -3.4413 -1.8142 0.36
H 1.4951 -1.7190 -0.4678 0.32
H 1.9892 1.2288 -0.3217 0.37
H 0.4423 2.2696 -0.2163 0.37
H -0.0866 1.0083 2.1700 0.33
H 1.3032 2.2007 2.0581 0.32
H 2.6764 0.6598 3.0457 0.38
H 2.7831 -0.2027 1.4277 0.20
H 1.8931 -1.1489 3.7287 0.33

***

Compare the structures above. Which one is the least stable? <i> is.